ORCA calculation (ωB97M-V with the def2-TZVPD basis set) on a structure of composition C34H39BCsF5N12OSSi in a non-equilibrium geometry.

Element x y z (Å)
Cs1 1.173200 0.578000 -0.227200
C1 3.590400 -3.606000 0.511400
C2 3.372700 -2.282800 0.903900
N1 3.191200 -1.504900 -0.147900
N2 3.293500 -2.280400 -1.223900
C3 3.516000 -3.557900 -0.861300
B1 3.121200 -1.850100 -2.693200
N3 3.472800 -0.379400 -2.957300
C4 4.082900 0.065500 -4.072500
C5 4.130000 1.439700 -4.015800
C6 3.498800 1.746600 -2.806000
N4 3.111600 0.644700 -2.191800
N5 1.661500 -2.090300 -3.084100
C7 1.119400 -3.132400 -3.735700
C8 -0.244400 -2.943300 -3.777400
C9 -0.445400 -1.739300 -3.092200
N6 0.708600 -1.244300 -2.680200
N7 4.109800 -2.697700 -3.504400
C10 5.438800 -2.696200 -3.270500
C11 6.039200 -3.505600 -4.207800
C12 4.971500 -3.967500 -4.985900
N8 3.828500 -3.469800 -4.553500
H1 3.772100 -4.463000 1.128500
H2 3.344600 -1.878700 1.898700
H3 3.594700 -4.343900 -1.585500
H4 4.438900 -0.599600 -4.834200
H5 4.559500 2.112600 -4.731500
H6 3.318000 2.714900 -2.372100
H7 1.739200 -3.905300 -4.140200
H8 -0.982300 -3.575600 -4.233200
H9 -1.364800 -1.216900 -2.890800
H10 5.855200 -2.123500 -2.466800
H11 7.081000 -3.731200 -4.320800
H12 4.984200 -4.632800 -5.829500
N9 -2.841500 1.000000 -2.514400
C13 -2.483000 1.750200 -1.320600
C14 -3.193200 1.162800 -0.104900
N10 -2.502300 1.558000 1.113000
H13 -2.404700 1.422700 -3.326100
H14 -3.848700 1.027300 -2.647200
H15 -2.728900 2.823200 -1.395500
H16 -1.403100 1.665400 -1.173700
H17 -3.164600 0.069600 -0.175700
H18 -4.252700 1.482400 -0.121100
H19 -3.124300 1.496600 1.910400
H20 -2.200600 2.522500 1.030300
S1 0.907900 0.575000 4.092100
C15 0.131500 2.028300 3.903500
N11 0.806500 3.103900 3.398500
C16 0.253800 4.319900 3.249100
C17 -1.030600 4.555700 3.634000
C18 -1.777900 3.484500 4.175200
C19 -1.211500 2.255100 4.308000
H21 1.727400 2.915900 3.014100
H22 0.876800 5.088800 2.819500
H23 -1.468900 5.531900 3.520400
H24 -2.797600 3.655700 4.486100
H25 -1.751700 1.415000 4.716600
F1 2.237300 8.053800 -0.583000
C20 1.866500 6.786000 -0.288600
C21 0.575200 6.342300 -0.550300
F2 -0.321000 7.197800 -1.085800
C22 0.205100 5.050100 -0.254300
F3 -1.084000 4.678700 -0.489000
C23 1.076600 4.077800 0.326600
O1 0.734300 2.908300 0.613200
C24 2.376400 4.614400 0.596100
F4 3.262100 3.804700 1.248400
C25 2.764000 5.901700 0.299100
F5 4.011700 6.321300 0.597300
C26 -0.506600 -5.865200 2.245000
Si1 -1.275900 -4.740300 0.889100
C27 -2.420700 -5.901400 -0.132500
C28 0.083500 -4.039200 -0.230100
N12 -1.968600 -3.398000 1.652000
C29 -3.046700 -3.027800 2.297900
C30 -4.152900 -3.878300 2.574600
C31 -5.233200 -3.421300 3.286800
C32 -5.285800 -2.102400 3.729300
C33 -4.216900 -1.249000 3.469000
C34 -3.114500 -1.692700 2.783000
H26 0.010900 -6.707300 1.800700
H27 -1.281000 -6.245600 2.901800
H28 0.198500 -5.304600 2.846200
H29 -1.842500 -6.549400 -0.786000
H30 -3.095700 -5.320100 -0.753500
H31 -3.027500 -6.536800 0.509000
H32 0.713200 -4.813600 -0.654500
H33 0.727600 -3.372000 0.330900
H34 -0.352100 -3.479400 -1.049600
H35 -4.101200 -4.899500 2.228700
H36 -6.056300 -4.090200 3.505100
H37 -6.149200 -1.742900 4.271200
H38 -4.254300 -0.227100 3.821800
H39 -2.274500 -1.048500 2.573300

Cartesian forces, eV/Å:
Cs -0.81 -1.30 0.49
C 0.01 -0.14 -0.15
C 0.05 -0.17 0.07
N 0.26 0.59 0.29
N 0.31 -0.41 -0.09
C 0.12 -0.25 0.30
B -0.43 0.26 0.16
N 0.40 -0.19 -0.27
C 0.19 0.33 -0.32
C 0.02 -0.11 -0.11
C 0.09 0.01 -0.16
N 0.15 0.36 0.24
N -0.02 -0.53 -0.48
C -0.40 -0.28 -0.16
C -0.02 -0.08 -0.01
C 0.02 -0.12 -0.14
N -0.10 0.72 0.29
N 0.41 0.01 0.12
C 0.24 -0.13 -0.08
C 0.07 0.11 0.16
C 0.01 0.11 0.10
N -0.54 -0.32 -0.66
H 0.00 -0.17 0.10
H -0.04 0.17 0.15
H 0.08 -0.12 -0.19
H 0.05 -0.18 -0.08
H 0.05 0.08 -0.13
H -0.05 0.08 0.15
H 0.00 -0.08 -0.06
H -0.06 -0.11 -0.06
H -0.09 0.13 0.07
H 0.09 0.13 0.20
H 0.18 0.00 0.05
H -0.02 -0.09 -0.13
N -0.13 -0.05 -0.22
C -0.13 0.04 0.27
C -0.02 -0.10 -0.19
N -0.05 0.14 0.15
H -0.13 -0.10 -0.03
H 0.13 0.03 -0.13
H 0.17 -0.15 0.09
H -0.12 0.10 0.03
H -0.09 0.08 -0.09
H 0.16 -0.14 -0.06
H 0.10 0.04 0.03
H 0.16 0.06 0.16
S 0.26 -0.54 -0.12
C 0.37 -0.17 0.21
N -0.29 -0.11 0.09
C -0.31 0.45 0.09
C 0.07 -0.03 -0.01
C 0.22 -0.02 -0.06
C -0.27 0.31 -0.09
H -0.13 0.01 0.04
H 0.08 -0.03 -0.06
H 0.05 0.13 -0.06
H -0.13 -0.02 0.04
H 0.03 -0.04 0.01
F -0.06 -0.19 0.02
C 0.06 0.04 0.05
C 0.11 0.23 -0.02
F 0.20 -0.18 0.09
C -0.27 -0.39 0.06
F 0.34 0.12 0.03
C 0.41 1.48 -0.34
O -0.48 0.62 0.59
C -0.06 -0.46 0.17
F -0.21 0.20 -0.19
C 0.01 0.31 -0.06
F -0.30 -0.10 -0.08
C -0.41 0.73 -0.48
Si 1.21 -1.52 -0.72
C 0.17 0.65 0.46
C -0.68 -0.40 0.47
N -0.15 0.59 0.22
C 0.06 -0.03 0.00
C -0.09 -0.15 0.05
C -0.24 -0.26 -0.01
C 0.03 0.04 -0.01
C 0.02 0.26 0.08
C -0.08 0.24 0.04
H 0.11 -0.18 -0.19
H -0.20 -0.12 0.17
H 0.20 0.13 0.15
H 0.20 -0.03 -0.06
H -0.14 0.10 -0.19
H -0.08 -0.08 0.14
H 0.08 -0.24 -0.12
H 0.10 0.18 0.18
H -0.08 0.15 -0.22
H -0.05 -0.13 -0.06
H -0.02 -0.01 -0.02
H -0.03 0.00 0.04
H 0.01 0.07 0.02
H 0.12 0.12 0.00

- 2S+1: 2
- Total charge: -1
- Expectation value of S²: 0.796
- Energy relative to the best compared isomer or geometry (same formula, charge and spin): 44.9 kcal/mol

---

ORCA calculation (ωB97M-V with the def2-TZVPD basis set) on a structure of composition C34H39ClFeN4O2P2 in a non-equilibrium geometry.

Element x y z (Å)
Fe1 -2.096213 0.805198 3.088510
C1 1.479929 -0.618873 3.620642
C2 0.975982 0.298600 2.771915
C3 0.859500 0.185130 1.305891
C4 -0.501570 -0.197143 0.684331
C5 -1.208413 -1.254443 1.454519
C6 -0.683012 -2.297415 2.141756
C7 0.723600 -2.697949 2.287895
C8 1.544321 -2.088273 3.464961
C9 -3.541821 -0.458173 3.772144
H1 1.806043 -0.282586 4.615620
H2 0.879213 1.318704 3.180902
H3 1.603847 -0.542580 0.980939
H4 1.156218 1.154891 0.890646
H5 -1.119106 0.700429 0.518425
H6 -0.301365 -0.584744 -0.327106
H7 -2.299038 -1.330663 1.274158
H8 -1.390407 -2.923460 2.722128
H9 1.271500 -2.557428 1.343994
H10 0.675485 -3.781604 2.495414
H11 1.218452 -2.557168 4.424093
H12 2.611022 -2.345086 3.331260
H13 -3.112947 -1.216245 4.436874
H14 -4.134076 -0.942074 2.974873
H15 -4.214702 0.233340 4.332043
P1 -1.061971 -0.337894 -3.639613
P2 1.250766 1.798158 -2.804068
N1 -1.209840 -2.057003 -3.923122
N2 -2.256918 -0.032916 -4.956854
N3 2.755770 0.825787 -2.670154
N4 2.127798 3.253243 -3.126092
C10 0.471831 -0.136332 -4.665469
C11 0.914900 1.327621 -4.579853
C12 -1.662544 -2.972204 -2.969153
C13 -1.620210 -4.249598 -3.525658
C14 -1.148242 -4.114037 -4.882345
C15 -0.926707 -2.769567 -5.099759
C16 -3.445305 0.643346 -4.683849
C17 -4.100025 0.880005 -5.885139
C18 -3.273168 0.374646 -6.929339
C19 -2.173610 -0.220715 -6.335248
C20 2.934800 0.080202 -1.498014
C21 4.040182 -0.735040 -1.637773
C22 4.510367 -0.572216 -2.985836
C23 3.702312 0.372749 -3.588524
C24 3.337021 3.479654 -3.795160
C25 3.487577 4.831891 -4.017678
C26 2.308235 5.477947 -3.509598
C27 1.488477 4.493165 -2.982782
H16 0.332184 -0.445341 -5.714345
H17 1.245612 -0.787109 -4.235014
H18 1.751124 1.557019 -5.262012
H19 0.041429 1.936733 -4.855274
H20 -1.968278 -2.609209 -1.997808
H21 -1.845654 -5.178073 -3.015259
H22 -0.923864 -4.884276 -5.598686
H23 -0.574146 -2.276338 -5.984806
H24 -3.684389 0.888542 -3.669664
H25 -5.060509 1.340584 -5.992799
H26 -3.438088 0.435626 -7.989801
H27 -1.366924 -0.748184 -6.800637
H28 2.257996 0.232995 -0.675964
H29 4.477738 -1.339366 -0.851051
H30 5.350369 -1.097714 -3.426280
H31 3.765369 0.784851 -4.586058
H32 3.996337 2.668898 -4.048454
H33 4.325850 5.304277 -4.499067
H34 2.096599 6.536736 -3.536176
H35 0.514988 4.519792 -2.518016
Cl1 -0.873410 0.305805 12.048432
C28 -0.920117 0.386344 10.337411
C29 -1.679105 1.376373 9.700143
C30 -1.706997 1.439873 8.308379
C31 -1.003563 0.546265 7.497008
C32 -0.240448 -0.448323 8.137489
C33 -0.189511 -0.524197 9.546522
C34 -1.142812 0.770720 5.988271
O1 -1.623191 1.908381 5.689501
O2 -0.805305 -0.168009 5.201180
H36 -2.236679 2.097429 10.297442
H37 -2.270084 2.231130 7.817068
H38 0.336901 -1.148895 7.530534
H39 0.406639 -1.274613 10.062048

Cartesian forces, eV/Å:
Fe 0.81 -1.27 2.60
C -0.74 1.14 0.28
C 0.83 0.42 1.60
C -0.11 -0.16 -1.00
C 0.90 -0.11 -0.29
C -1.07 -1.33 0.12
C -1.48 1.10 0.42
C 1.23 -0.67 0.28
C 0.14 -0.55 -0.23
C -0.86 0.61 -0.70
H -0.51 -0.02 -0.42
H 0.16 -0.36 -0.13
H -0.10 0.08 -0.10
H 0.08 -0.16 -0.08
H -0.09 -0.14 0.17
H -0.11 0.24 -0.02
H 0.54 0.28 0.43
H 0.27 0.39 -0.68
H -0.18 -0.10 0.27
H 0.34 0.31 -0.31
H 0.20 0.42 -0.62
H -0.35 -0.30 0.05
H 0.13 0.39 -0.16
H 0.14 0.18 0.36
H 0.37 -0.57 -0.18
P -1.14 -1.86 -3.03
P 2.93 -0.46 -1.55
N 0.18 -1.18 0.49
N 0.01 1.17 0.56
N -0.93 -1.18 0.87
N -0.28 1.57 -0.26
C 0.36 0.26 0.25
C -0.69 -0.02 0.16
C 0.46 -0.71 -1.08
C 0.21 0.97 0.03
C -0.01 1.17 0.84
C -0.05 -0.51 1.05
C 0.30 -0.22 -1.48
C 0.71 -0.17 0.79
C 0.55 -0.52 0.87
C -0.72 0.97 0.25
C 0.82 0.17 -0.64
C -0.58 0.40 -0.25
C -0.55 0.45 0.41
C 0.12 -0.25 0.29
C -0.35 0.53 0.16
C -0.99 -0.66 0.42
C -0.29 -0.76 0.18
C 1.11 0.03 -0.40
H -0.04 0.19 0.59
H -0.17 0.01 -0.01
H -0.33 0.04 0.46
H 0.28 0.21 -0.24
H 0.05 -0.19 -0.04
H -0.09 0.24 -0.09
H -0.19 -0.13 0.00
H 0.08 -0.15 0.10
H -0.20 0.08 0.21
H -0.18 0.20 -0.02
H -0.15 -0.12 -0.07
H 0.06 0.13 -0.06
H 0.20 0.03 -0.04
H -0.16 -0.02 -0.27
H -0.19 0.26 -0.02
H -0.09 -0.20 0.14
H -0.02 0.18 0.17
H 0.06 -0.01 0.02
H -0.02 -0.11 0.05
H 0.05 0.21 0.03
Cl 0.06 -0.08 0.45
C 0.08 -0.02 -1.90
C 0.17 -0.27 0.14
C 0.00 0.18 0.31
C 0.04 -0.01 0.63
C -0.15 0.27 0.20
C -0.37 0.41 -0.11
C 0.09 -0.22 0.20
O 0.25 -1.26 -1.48
O -0.78 1.38 0.10
H 0.13 -0.20 -0.15
H 0.10 -0.23 0.16
H -0.21 0.15 0.21
H -0.07 0.08 -0.27

- 2S+1: 5
- Expectation value of S²: 6.019

---

no.,E (eV)
1,-89348.598
2,-111428.421